[1]
{
  "formula": "C28H29N3SiZr",
  "method": "ωB97M-V with the def2-TZVPD basis set",
  "total_energy_ev": -43119.4294,
  "total_charge": 2,
  "e_homo_ev": -13.285,
  "symbols": ["C", "C", "C", "H", "C", "C", "H", "H", "H", "H", "Zr", "C", "H", "H", "H", "Si", "C", "C", "H", "C", "H", "C", "H", "C", "H", "C", "H", "C", "C", "H", "C", "H", "C", "H", "C", "H", "C", "H", "H", "H", "N", "C", "C", "C", "C", "C", "N", "C", "C", "C", "C", "C", "N", "H", "H", "H", "H", "H", "H", "H", "H", "H"],
  "coordinates": [[0.50264, 2.98035, 1.13783], [-0.62797, 2.72564, 0.30973], [-1.61105, 2.00607, 1.07621], [-0.76802, 3.07308, -0.71802], [-1.11351, 1.89200, 2.41951], [0.20608, 2.48534, 2.44332], [0.81252, 2.67510, 3.32938], [1.40522, 3.51634, 0.84319], [-2.61884, 1.75721, 0.73427], [-1.69389, 1.55596, 3.28095], [0.19158, 0.42851, 1.14166], [-0.78055, -1.69967, -1.84496], [-1.33498, -1.90718, -0.91771], [-0.12386, -2.55840, -2.04679], [-1.47421, -1.60627, -2.69428], [0.32904, -0.19441, -1.83559], [1.90061, -0.07504, -2.80304], [2.60310, 1.13840, -2.74021], [2.10560, 2.05036, -2.39080], [3.96247, 1.17099, -3.07997], [4.52019, 2.10541, -2.98102], [4.59082, 0.00376, -3.53890], [5.65611, 0.02518, -3.77592], [3.85485, -1.18106, -3.68713], [4.33947, -2.07791, -4.06726], [2.50118, -1.21863, -3.33470], [1.91797, -2.13405, -3.44741], [-0.91986, 0.98512, -2.70480], [-0.53692, 1.88210, -3.70617], [0.44639, 1.79459, -4.17582], [-1.40396, 2.91206, -4.10955], [-1.07911, 3.62973, -4.86627], [-2.67836, 3.02838, -3.54243], [-3.34627, 3.84379, -3.83034], [-3.09916, 2.08507, -2.59463], [-4.10227, 2.14398, -2.15684], [-2.23097, 1.05502, -2.20704], [-2.59466, 0.30457, -1.49118], [0.19549, 0.99758, -0.74649], [1.23430, -0.28874, -0.50432], [0.77038, -1.91582, 1.83178], [1.06371, -1.47178, 3.16799], [1.44604, -2.34949, 4.16787], [1.43999, -1.86116, 5.47798], [1.06234, -0.52927, 5.69259], [0.74571, 0.28777, 4.61830], [0.81102, -0.17357, 3.34426], [-0.61448, -2.19575, 1.59181], [-1.11870, -3.48123, 1.60735], [-2.49974, -3.62465, 1.44344], [-3.28853, -2.47716, 1.28836], [-2.71408, -1.22013, 1.27391], [-1.36192, -1.08532, 1.40316], [1.27867, -2.78797, 1.69612], [1.68024, -3.38467, 3.89123], [1.71370, -2.50525, 6.31182], [1.01798, -0.10173, 6.69123], [0.43955, 1.32694, 4.75274], [-0.41965, -4.30125, 1.77882], [-2.94620, -4.61658, 1.44802], [-4.36801, -2.55142, 1.16851], [-3.27523, -0.29087, 1.17626]],
  "atomic_forces_ev_per_a": [[-0.74, -0.42, -0.05], [-0.14, -0.06, 0.50], [0.50, 0.81, 0.47], [0.16, -0.45, 0.30], [0.26, 1.69, 0.37], [-1.43, 0.12, 0.21], [-0.12, -0.27, -0.43], [-0.27, -0.26, 0.08], [0.53, 0.03, 0.06], [0.35, -0.03, -0.31], [0.97, 1.10, -3.30], [0.51, -0.92, 0.47], [0.10, -0.02, -0.53], [-0.24, -0.06, 0.17], [0.25, 0.10, 0.42], [-1.22, 1.43, -2.11], [-0.04, -0.15, 0.16], [0.66, -0.27, 0.10], [0.21, -0.29, -0.03], [-0.33, -0.12, -0.13], [-0.13, -0.34, -0.12], [-0.32, 0.00, 0.15], [-0.36, -0.05, 0.02], [-0.04, 0.26, -0.10], [-0.07, 0.20, 0.02], [0.56, 0.25, 0.14], [0.29, 0.12, 0.07], [0.15, -0.04, -0.12], [-0.33, 0.49, 0.03], [-0.31, 0.10, 0.21], [-0.12, -0.15, 0.04], [-0.13, -0.26, 0.21], [0.20, -0.13, 0.17], [0.26, -0.29, 0.04], [0.12, -0.25, 0.00], [0.35, -0.01, -0.28], [-0.18, 0.63, -0.07], [0.15, 0.25, -0.14], [-1.09, 0.19, 0.92], [1.24, -1.41, 1.68], [0.13, -0.45, 0.18], [-0.28, 0.01, 0.63], [-0.14, -0.04, 0.09], [0.18, 0.15, -0.42], [-0.08, 0.15, 0.01], [0.40, -0.27, -0.28], [-0.11, -0.67, 0.44], [-0.58, 0.15, 0.38], [-0.25, 0.20, -0.03], [0.44, 0.20, -0.07], [-0.36, 0.10, -0.10], [0.85, -0.19, 0.15], [-0.67, -0.89, 0.36], [0.30, 0.38, -0.64], [-0.08, 0.40, 0.42], [-0.08, 0.15, -0.18], [0.00, -0.22, -0.16], [0.22, -0.43, 0.02], [-0.45, 0.02, -0.11], [0.01, 0.23, 0.01], [0.27, -0.07, 0.06], [0.07, -0.41, -0.05]]
}



[2]
{
  "formula": "C28H30BrCl2N5O2SSn",
  "method": "ωB97M-V with the def2-TZVPD basis set",
  "de_lowest_kcal_mol": 97.4,
  "total_energy_ev": -152820.1654,
  "e_homo_ev": -7.149,
  "symbols": ["Sn", "C", "C", "N", "C", "C", "N", "C", "C", "N", "C", "C", "N", "C", "C", "C", "C", "C", "C", "C", "N", "H", "H", "H", "H", "H", "H", "H", "H", "H", "H", "H", "H", "H", "H", "H", "H", "H", "H", "H", "H", "H", "H", "H", "Cl", "C", "C", "C", "C", "C", "Cl", "C", "S", "H", "H", "H", "Br", "C", "C", "C", "C", "C", "C", "C", "O", "O", "H", "H", "H", "H"],
  "coordinates": [[-0.45131, -0.42816, 1.41448], [3.53943, 0.15148, 3.81723], [2.46078, 0.05546, 2.77750], [1.63717, -0.89765, 2.64388], [1.68755, -2.20999, 3.22850], [1.86328, -3.23434, 2.06742], [1.23432, -2.76419, 0.83967], [0.89693, -3.76765, -0.16973], [-0.61084, -4.05842, -0.23055], [-1.42815, -2.85234, -0.25637], [-1.73159, -2.25476, -1.55328], [-0.59730, -1.48579, -2.22459], [0.02531, -0.42126, -1.44689], [0.14970, 1.67781, -1.14754], [-0.46355, 3.00313, -1.58279], [1.20002, 1.86233, -0.12539], [2.21119, 2.79954, -0.39336], [3.28856, 2.89034, 0.45003], [3.36105, 2.04474, 1.55522], [2.35426, 1.12163, 1.74460], [1.30478, 1.04158, 0.90853], [3.37201, -0.55460, 4.62589], [3.53713, 1.15786, 4.23405], [4.52238, -0.03575, 3.38223], [0.72742, -2.38379, 3.72200], [2.49481, -2.34627, 3.95208], [1.39684, -4.17606, 2.35968], [2.93743, -3.41310, 1.92494], [1.82870, -2.06686, 0.40544], [1.41157, -4.71726, 0.01981], [1.23028, -3.40144, -1.13886], [-0.88727, -4.61331, 0.66938], [-0.79787, -4.70311, -1.10415], [-2.31858, -3.07754, 0.16916], [-2.55237, -1.55143, -1.39635], [-2.07477, -3.01449, -2.27239], [-0.98614, -1.15104, -3.19082], [0.24133, -2.14839, -2.44838], [-1.53314, 2.88506, -1.71997], [-0.02249, 3.36043, -2.51466], [-0.32019, 3.76238, -0.81222], [2.14023, 3.42141, -1.27291], [4.08978, 3.58929, 0.25163], [4.20755, 2.08649, 2.22355], [-2.31569, -1.22653, 4.26617], [-3.28365, 0.13633, 3.78581], [-4.64303, 0.04881, 4.03407], [-5.48017, 1.07838, 3.64618], [-4.95608, 2.17525, 2.98677], [-3.59190, 2.26782, 2.77210], [-2.99660, 3.65300, 1.93336], [-2.69272, 1.26832, 3.19349], [-0.96323, 1.53790, 3.06515], [-5.03220, -0.82218, 4.54296], [-6.54034, 1.01664, 3.84908], [-5.59311, 2.97622, 2.63834], [-2.62455, 0.91960, -3.46142], [-0.88951, 1.16975, -4.25940], [-1.01649, 1.59702, -5.57954], [0.08703, 1.73254, -6.39718], [1.33820, 1.44371, -5.88147], [1.45704, 1.06741, -4.55851], [0.37086, 0.92140, -3.68717], [0.88331, 0.58183, -2.23668], [2.13237, 0.38867, -2.14845], [-0.82547, 0.64908, -0.87628], [-2.00456, 1.81384, -5.96074], [-0.03936, 2.04577, -7.42524], [2.21868, 1.51551, -6.50704], [2.42495, 0.86191, -4.12002]],
  "atomic_forces_ev_per_a": [[-0.02, -0.05, -0.24], [-0.01, -0.07, -0.09], [0.04, -0.23, 0.12], [-0.18, 0.20, -0.24], [-0.12, -0.22, -0.06], [0.00, 0.17, 0.01], [0.20, 0.08, -0.05], [-0.24, -0.01, 0.13], [0.20, 0.27, -0.04], [-0.28, -0.20, -0.08], [0.25, 0.06, 0.07], [-0.44, 0.07, -0.04], [0.48, -0.22, 0.09], [0.01, -0.24, -0.77], [0.05, -0.15, 0.21], [0.21, -0.19, 0.09], [0.04, 0.05, 0.07], [-0.11, -0.01, -0.05], [-0.09, -0.12, 0.08], [0.17, 0.32, -0.04], [-0.24, -0.14, -0.01], [0.00, -0.01, -0.03], [0.04, 0.01, 0.02], [0.02, 0.02, 0.01], [0.05, -0.01, 0.03], [-0.08, 0.02, 0.05], [0.07, -0.01, 0.04], [-0.02, -0.10, 0.04], [-0.11, 0.06, 0.02], [0.08, 0.02, -0.08], [0.08, -0.02, 0.01], [-0.03, -0.04, -0.04], [0.00, -0.09, 0.07], [0.07, 0.13, 0.15], [-0.04, -0.04, -0.02], [-0.01, 0.07, -0.08], [0.03, 0.00, 0.06], [0.05, 0.05, 0.02], [-0.07, -0.06, -0.13], [-0.04, -0.03, -0.04], [-0.01, 0.05, -0.05], [-0.02, -0.02, -0.02], [-0.03, 0.03, -0.01], [-0.01, 0.00, 0.03], [0.16, -0.04, 0.15], [-0.02, 0.36, -0.14], [0.01, -0.07, 0.02], [-0.03, -0.04, -0.01], [0.00, 0.15, -0.03], [0.00, -0.44, 0.08], [-0.02, 0.23, -0.07], [-0.05, 0.02, 0.13], [0.19, -0.08, 0.03], [0.00, -0.02, -0.05], [-0.02, 0.01, -0.03], [-0.02, 0.00, 0.03], [0.20, 0.06, 0.24], [0.14, 0.01, -0.02], [-0.06, -0.02, -0.01], [0.01, 0.02, -0.03], [-0.02, 0.02, -0.06], [0.03, 0.04, -0.07], [0.03, -0.09, -0.21], [-0.41, 0.59, 0.59], [0.10, -0.09, 0.01], [-0.14, 0.02, 0.29], [0.00, -0.06, -0.03], [0.00, 0.02, 0.00], [0.02, 0.02, 0.02], [-0.03, -0.01, 0.00]]
}



[3]
{
  "formula": "C28H30BrNO2PS2Zr",
  "method": "ωB97M-V with the def2-TZVPD basis set",
  "de_lowest_kcal_mol": 1.6,
  "total_energy_ev": -137389.6777,
  "total_charge": 1,
  "e_homo_ev": -10.803,
  "symbols": ["Zr", "Br", "C", "C", "C", "C", "C", "C", "C", "C", "C", "C", "H", "H", "H", "H", "H", "H", "C", "C", "C", "C", "C", "C", "N", "C", "C", "C", "C", "C", "C", "H", "H", "H", "H", "H", "H", "H", "H", "H", "H", "C", "C", "C", "O", "P", "S", "S", "O", "C", "C", "C", "H", "H", "H", "H", "H", "H", "H", "H", "H", "H", "H", "H", "H", "H"],
  "coordinates": [[-0.32564, -0.80750, 0.12089], [2.08714, -1.59911, -1.14414], [3.06800, -2.12214, 0.41255], [4.37305, -2.48379, 0.29253], [5.06672, -2.85084, 1.46650], [4.42763, -2.84658, 2.67319], [3.06509, -2.47634, 2.77823], [2.37888, -2.49682, 4.02038], [1.05896, -2.17087, 4.08648], [0.36465, -1.79187, 2.91135], [0.97492, -1.71193, 1.67953], [2.35092, -2.08605, 1.62174], [4.86873, -2.49502, -0.66806], [6.10629, -3.13921, 1.39545], [4.95758, -3.13485, 3.57228], [2.92076, -2.79108, 4.91060], [0.53258, -2.20626, 5.03115], [-0.69540, -1.58116, 3.02406], [-1.39256, -5.13904, 1.93246], [-0.75697, -4.84163, 0.74354], [-1.10964, -3.69418, 0.03754], [-2.07264, -2.81897, 0.55108], [-2.73838, -3.13933, 1.74101], [-2.39767, -4.29796, 2.41017], [-2.19678, -1.60982, -0.15185], [-2.94052, -0.48407, 0.26975], [-3.74281, 0.19302, -0.65809], [-4.29851, 1.40859, -0.32524], [-4.04380, 1.99313, 0.91868], [-3.24283, 1.34631, 1.83439], [-2.69324, 0.10318, 1.51533], [-1.13453, -6.03624, 2.47787], [-0.00468, -5.50823, 0.34345], [-0.69374, -3.50166, -0.94841], [-3.51183, -2.48703, 2.12473], [-2.91952, -4.55399, 3.32335], [-3.90588, -0.25936, -1.62702], [-4.93566, 1.91660, -1.03780], [-4.48002, 2.95200, 1.16408], [-3.04308, 1.78957, 2.80046], [-2.13230, -0.43574, 2.27316], [2.61878, 2.30388, -3.71004], [2.39398, 2.32976, -2.21682], [3.34864, 3.21824, -1.45709], [1.03773, 2.85899, -1.99479], [-0.07538, 2.01541, -1.27573], [0.43819, 1.58987, 0.61887], [-0.43194, 0.29732, -2.26158], [-1.29990, 2.97544, -1.20611], [-1.88115, 3.83500, -2.25598], [-1.19142, 5.17975, -2.20792], [-1.85070, 3.17963, -3.61788], [3.61855, 1.92775, -3.92875], [2.53485, 3.31025, -4.12226], [1.89069, 1.65786, -4.20014], [2.41979, 1.31492, -1.81232], [3.28760, 4.24320, -1.82444], [4.36997, 2.86301, -1.59729], [3.12309, 3.21192, -0.39121], [-2.91288, 3.93049, -1.91872], [-0.15464, 5.09498, -2.53138], [-1.21607, 5.58947, -1.19921], [-1.70653, 5.87328, -2.87352], [-0.82911, 3.04883, -3.97832], [-2.36983, 3.83252, -4.32051], [-2.35562, 2.21448, -3.61421]],
  "atomic_forces_ev_per_a": [[-0.13, 0.02, -0.08], [-0.10, -0.04, -0.01], [0.06, -0.01, -0.02], [-0.01, -0.01, 0.05], [-0.01, 0.01, -0.02], [0.00, 0.00, 0.00], [0.00, -0.01, 0.03], [0.01, 0.00, 0.00], [-0.02, 0.00, -0.02], [-0.01, 0.02, 0.02], [0.13, -0.04, 0.00], [-0.01, -0.03, 0.04], [0.00, 0.00, 0.00], [0.00, 0.00, 0.00], [0.00, 0.00, 0.00], [0.00, 0.00, 0.00], [0.00, 0.00, 0.00], [0.00, 0.00, 0.01], [0.03, -0.04, 0.01], [-0.01, 0.04, -0.03], [0.08, -0.03, 0.04], [-0.02, 0.14, 0.01], [0.05, -0.02, -0.02], [-0.04, 0.02, 0.03], [0.04, -0.01, -0.04], [0.03, -0.06, -0.01], [0.03, 0.00, 0.00], [0.00, 0.01, 0.02], [-0.02, 0.01, -0.03], [0.02, -0.04, 0.01], [-0.06, 0.05, 0.03], [0.00, 0.00, 0.00], [0.00, 0.00, -0.01], [-0.01, 0.00, -0.01], [-0.01, 0.00, -0.01], [0.00, 0.00, 0.00], [0.00, 0.00, 0.00], [0.00, 0.01, 0.00], [0.00, 0.00, 0.00], [0.00, 0.00, 0.00], [0.00, 0.00, 0.00], [0.02, 0.01, -0.01], [-0.06, -0.01, -0.02], [0.03, 0.03, 0.00], [0.01, 0.05, 0.00], [0.05, 0.13, -0.01], [0.01, -0.07, 0.11], [-0.02, -0.04, -0.04], [-0.07, -0.03, -0.04], [0.04, 0.01, 0.02], [0.00, 0.01, -0.01], [-0.03, 0.02, -0.04], [0.00, -0.01, 0.01], [-0.01, 0.00, 0.00], [0.00, 0.00, 0.00], [0.00, -0.01, 0.00], [0.00, 0.00, 0.00], [0.00, 0.00, 0.00], [-0.01, 0.00, 0.00], [0.00, 0.00, 0.01], [0.00, 0.00, 0.00], [0.00, 0.00, 0.00], [0.00, -0.01, 0.00], [0.01, 0.00, 0.01], [0.01, -0.01, -0.01], [0.01, 0.00, 0.02]]
}



Number 1: gap between HOMO and LUMO 5.571 eV. Number 2: gap between HOMO and LUMO 6.709 eV. Number 3: gap between HOMO and LUMO 7.384 eV.